# C12H14N2

The molecule C12H14N2 in a non-equilibrium geometry (wB97M-V/def2-TZVPD, the Open Molecules 2025 dataset).

Electronic energy (a.u.): -575.0549
HOMO-LUMO gap (hartree): 0.35821
Structure (SMILES): C[C@H]1[C@H](c2ccccc2)[C@@H](C#N)N1C
Energy above the lowest of the compared OMol25 structures with the same formula, charge and spin (kJ/mol): 383.8

The geometry in ORCA input format:
```
! wB97M-V def2-TZVPD RIJCOSX def2/J DEFGRID3
* xyz 0 1
C -1.638 1.699 -0.222
C -0.397 1.031 0.300
C 0.225 0.156 -0.857
C 0.193 -1.273 -0.786
C -0.903 -1.893 -0.185
C -0.991 -3.241 -0.066
C 0.041 -3.965 -0.694
C 1.076 -3.352 -1.397
C 1.189 -1.970 -1.437
C 1.756 0.946 -0.318
C 2.413 1.641 -1.440
N 2.763 2.220 -2.371
N 0.794 1.865 0.340
C 1.174 2.528 1.593
H -2.463 0.977 -0.079
H -1.338 1.930 -1.278
H -1.857 2.586 0.199
H -0.679 0.277 1.050
H -0.070 0.621 -1.735
H -1.719 -1.307 0.177
H -1.824 -3.728 0.438
H -0.024 -5.069 -0.785
H 1.699 -3.958 -2.069
H 2.116 -1.652 -2.145
H 2.414 0.341 0.301
H 2.215 2.620 1.475
H 0.739 3.472 1.730
H 0.919 1.783 2.391
*
```

Löwdin population analysis, charges in e, atoms 1 to 4:
1 C -0.03
2 C -0.35
3 C -0.09
4 C -0.24